Below is C31H51BrN3O2PS2SbTl as an isolated structure, with properties calculated with ωB97M-V/def2-TZVPD.

```
! RIJCOSX wB97M-V def2-TZVPD def2/J DEFGRID3
* xyz 2 1
Tl 0.418 -0.060 0.395
C -2.441 4.685 2.376
C -1.262 3.797 2.649
C -0.438 3.963 3.756
C 0.642 3.119 3.959
C 0.861 2.126 3.026
Br 2.285 0.906 3.312
N 0.100 1.936 1.956
C -0.946 2.761 1.778
H -2.581 5.408 3.177
H -3.357 4.102 2.280
H -2.303 5.235 1.445
H -0.640 4.754 4.468
H 1.292 3.226 4.815
H -1.530 2.577 0.888
O -3.366 -0.091 -4.013
C -3.264 1.182 -3.604
C -3.950 2.138 -4.356
C -3.897 3.469 -4.009
C -3.159 3.891 -2.900
C -2.483 2.956 -2.154
C -2.518 1.589 -2.480
C -1.743 0.654 -1.658
O -1.114 1.143 -0.631
N -1.698 -0.615 -2.018
N -0.873 -1.386 -1.215
C -0.796 -2.619 -1.557
S 0.172 -3.745 -0.618
C 0.141 -5.051 -1.881
C -1.225 -5.009 -2.538
S -1.626 -3.284 -2.936
H -2.820 -0.646 -3.421
H -4.517 1.799 -5.212
H -4.433 4.194 -4.607
H -3.120 4.938 -2.636
H -1.900 3.263 -1.296
H 0.319 -5.999 -1.376
H 0.937 -4.870 -2.601
H -1.995 -5.413 -1.882
H -1.226 -5.569 -3.472
C 1.082 0.798 -3.300
C 2.335 0.062 -2.826
C 3.580 0.639 -3.514
P 2.558 -0.004 -1.003
C 3.466 1.432 -0.313
C 4.953 1.577 -0.643
C 2.691 2.722 -0.614
C 3.366 -1.603 -0.608
C 3.683 -1.727 0.880
C 4.591 -1.938 -1.467
H 1.057 0.771 -4.390
H 1.084 1.845 -2.995
H 0.171 0.322 -2.946
H 2.240 -0.998 -3.090
H 3.629 1.718 -3.378
H 3.482 0.448 -4.583
H 4.519 0.200 -3.184
H 3.394 1.234 0.758
H 5.129 1.834 -1.684
H 5.528 0.685 -0.399
H 5.351 2.392 -0.035
H 2.805 3.014 -1.659
H 3.092 3.530 -0.002
H 1.621 2.643 -0.405
H 2.581 -2.325 -0.860
H 4.488 -1.050 1.174
H 4.014 -2.744 1.093
H 2.820 -1.526 1.520
H 5.426 -1.265 -1.277
H 4.371 -1.926 -2.533
H 4.920 -2.946 -1.215
C -2.025 -3.660 4.037
C -0.878 -3.288 3.102
Sb -1.218 -1.358 2.266
C -3.200 -1.435 1.475
C -3.570 -2.646 0.628
C -1.581 -0.202 4.024
C -0.541 -0.382 5.126
H -1.849 -4.652 4.454
H -2.984 -3.691 3.518
H -2.116 -2.970 4.876
H -0.784 -3.985 2.270
H 0.081 -3.257 3.620
H -3.361 -0.500 0.936
H -3.808 -1.398 2.382
H -3.039 -2.662 -0.320
H -4.635 -2.609 0.398
H -3.380 -3.585 1.150
H -2.561 -0.542 4.362
H -1.689 0.840 3.721
H -0.505 -1.413 5.479
H -0.791 0.242 5.984
H 0.463 -0.112 4.802
*
```

Frontier orbital gap ... 6.2 eV
HOMO energy ... -0.455 Eh
Calculated total energy ... -5650.5723 Ha

Below is a 3-piece molecular cluster, C12H16ClN3O5P2 overall, with properties calculated with ωB97M-V/def2-TZVPD.

```
! RIJCOSX wB97M-V def2-TZVPD def2/J DEFGRID3
* xyz 0 1
N -1.494 2.405 2.877
P -2.383 2.494 1.640
O -3.102 1.117 1.284
O -3.481 3.649 1.826
C -1.371 3.028 0.174
O -0.530 4.041 0.658
C 0.578 4.340 -0.123
O 1.682 4.258 0.312
P -0.421 1.657 -0.682
O -1.519 0.930 -1.643
Cl -0.045 0.239 0.767
H -1.498 1.485 3.284
H -3.857 1.206 0.696
H -3.531 4.177 1.026
H -2.033 3.448 -0.592
H 0.362 4.763 -1.104
H -2.292 1.476 -1.791
C -2.409 -3.744 -0.314
C -2.665 -4.764 -1.213
C -2.580 -4.483 -2.568
N -2.267 -3.287 -3.054
C -2.024 -2.316 -2.176
C -2.080 -2.489 -0.800
H -2.465 -3.923 0.752
H -2.926 -5.757 -0.874
H -2.770 -5.254 -3.307
H -1.771 -1.355 -2.602
H -1.871 -1.669 -0.126
C 3.787 -1.352 0.839
C 3.450 -0.011 0.896
C 4.458 0.928 0.722
N 5.732 0.612 0.507
C 6.037 -0.682 0.457
C 5.108 -1.699 0.614
H 3.030 -2.116 0.967
H 2.430 0.304 1.068
H 4.236 1.989 0.756
H 7.083 -0.909 0.282
H 5.415 -2.735 0.562
*
```

Frontier orbital gap ... 8.7 eV
HOMO energy ... -0.343 Eh
SMILES ... N=P(O)(O)[C@@H](OC=O)P(O)Cl.c1ccncc1.c1ccncc1
Calculated total energy ... -2150.2699 Ha
Relative energy (zero: lowest compared OMol25 entry of this formula, charge and spin) ... 0.00 kJ/mol

Below is a 2-piece molecular cluster, C4H8O3 overall, with properties calculated with ωB97M-V/def2-TZVPD.

```
! RIJCOSX wB97M-V def2-TZVPD def2/J DEFGRID3
* xyz 0 1
C -2.354 0.702 -0.711
O -1.301 0.024 -0.078
C -0.304 -1.021 1.505
C 0.672 -0.837 0.442
O 0.456 -1.237 -0.680
O 1.712 -0.043 0.766
C 2.387 0.464 -0.390
H -2.904 0.030 -1.396
H -1.931 1.510 -1.340
H -3.084 1.171 -0.047
H -0.031 -0.692 2.515
H -0.972 -1.867 1.431
H 2.692 -0.347 -1.056
H 1.711 1.127 -0.940
H 3.252 1.015 -0.023
*
```

Frontier orbital gap (spin up / spin down) ... 9.2 / 8.2 eV
HOMO energy (spin up / spin down) ... -0.367 / -0.339 Eh
Calculated total energy ... -382.7596 Ha
Relative energy (zero: lowest compared OMol25 entry of this formula, charge and spin) ... 538.68 kJ/mol

Below is C6H6 in the gas phase, with properties calculated with ωB97M-V/def2-TZVPD.

```
! RIJCOSX wB97M-V def2-TZVPD def2/J DEFGRID3
* xyz 0 1
C 0.155 2.880 0.513
C -0.178 1.728 0.615
C -0.637 0.341 0.658
C 0.245 -0.660 0.045
C 1.284 -1.285 -0.386
C -0.105 -1.760 -0.870
H 0.438 3.904 0.412
H -1.541 0.203 0.054
H -0.888 0.015 1.674
H 2.371 -1.279 -0.418
H -0.515 -1.460 -1.846
H -0.629 -2.627 -0.451
*
```

Frontier orbital gap ... 10.4 eV
HOMO energy ... -0.344 Eh
SMILES ... C#CCC1=CC1
Calculated total energy ... -232.0485 Ha
Relative energy (zero: lowest compared OMol25 entry of this formula, charge and spin) ... 466.96 kJ/mol

Below is a 2-piece molecular cluster, C3H10O overall, with properties calculated with ωB97M-V/def2-TZVPD.

```
! RIJCOSX wB97M-V def2-TZVPD def2/J DEFGRID3
* xyz 0 1
C -0.371 0.186 1.368
C -1.876 0.544 1.451
H 0.088 0.898 0.686
H 0.070 0.215 2.360
H -0.239 -0.806 0.942
H -2.476 -0.362 1.513
H -2.191 1.130 0.588
H -2.130 1.180 2.297
C 1.359 -0.781 -1.844
O 1.543 0.579 -1.504
H 0.904 -1.369 -1.055
H 0.731 -0.993 -2.718
H 2.330 -1.268 -2.004
H 2.258 0.845 -2.081
*
```

Frontier orbital gap ... 11.5 eV
HOMO energy ... -0.389 Eh
SMILES ... CC.CO
Calculated total energy ... -195.5018 Ha
Relative energy (zero: lowest compared OMol25 entry of this formula, charge and spin) ... 71.17 kJ/mol

Below is a 3-piece molecular cluster, HN4O3 overall, with properties calculated with ωB97M-V/def2-TZVPD.

```
! RIJCOSX wB97M-V def2-TZVPD def2/J DEFGRID3
* xyz -1 1
N 1.174 1.227 -0.129
N -1.324 1.193 -0.018
N -0.708 0.263 -0.245
N 2.242 0.847 0.045
O 2.122 -1.142 0.136
O -2.382 1.596 0.372
O 3.378 1.154 0.216
H 1.118 -0.949 0.583
*
```

Frontier orbital gap (spin up / spin down) ... 6.9 / 6.9 eV
HOMO energy (spin up / spin down) ... -0.134 / -0.134 Eh
Calculated total energy ... -445.1290 Ha
Relative energy (zero: lowest compared OMol25 entry of this formula, charge and spin) ... 216.41 kJ/mol

Below is a 2-piece molecular cluster, C22H25N3O2 overall, with properties calculated with ωB97M-V/def2-TZVPD.

```
! RIJCOSX wB97M-V def2-TZVPD def2/J DEFGRID3
* xyz 0 1
C 0.581 3.349 0.626
N 0.057 2.714 1.808
C -0.206 1.402 2.017
C 0.229 0.386 1.078
C 0.222 0.670 -0.365
C 0.762 -0.228 -1.282
C 1.455 0.296 -2.472
C 2.725 -0.162 -2.914
C 3.266 0.303 -4.125
C 2.564 1.235 -4.902
C 1.317 1.687 -4.468
C 0.782 1.240 -3.260
O 0.578 -0.752 1.491
N -0.664 1.309 3.308
C -1.098 0.070 4.027
C -1.694 0.462 5.363
C 0.103 -0.818 4.302
C -2.140 -0.649 3.177
C -0.699 2.568 3.847
C -0.259 3.438 2.932
H 0.964 4.350 0.935
H 1.422 2.785 0.189
H -0.192 3.486 -0.160
H -0.461 1.442 -0.721
H 1.289 -1.081 -0.833
H 3.252 -0.911 -2.303
H 4.242 -0.071 -4.453
H 2.973 1.595 -5.841
H 0.731 2.392 -5.053
H -0.220 1.527 -2.926
H -2.540 1.134 5.259
H -2.039 -0.460 5.859
H -0.959 0.929 6.014
H 0.525 -1.178 3.369
H 0.856 -0.267 4.867
H -0.230 -1.680 4.903
H -1.715 -1.016 2.253
H -2.528 -1.505 3.766
H -2.971 0.030 2.968
H -1.023 2.743 4.880
H -0.156 4.534 2.971
O -0.753 -1.151 -2.168
C -0.988 -2.285 -2.722
C -0.766 -3.514 -2.014
C -0.431 -4.678 -2.689
N -0.481 -4.772 -4.019
C -0.917 -3.725 -4.731
C -1.272 -2.519 -4.129
H -0.762 -3.493 -0.936
H -0.111 -5.577 -2.149
H -0.973 -3.867 -5.824
H -1.648 -1.717 -4.752
*
```

Frontier orbital gap ... 5.9 eV
HOMO energy ... -0.250 Eh
Calculated total energy ... -1167.9486 Ha
Relative energy (zero: lowest compared OMol25 entry of this formula, charge and spin) ... 553.03 kJ/mol

Below is C8H25CrO9S as an isolated structure, with properties calculated with ωB97M-V/def2-TZVPD.

```
! RIJCOSX wB97M-V def2-TZVPD def2/J DEFGRID3
* xyz -1 5
Cr -0.663 -1.212 -0.296
S -2.914 -0.356 -1.591
O -2.749 -1.236 -0.337
O -1.541 0.315 -1.626
O -3.123 -1.154 -2.777
O -3.969 0.630 -1.361
O -0.549 -2.710 -1.551
H 0.302 -3.112 -1.757
C 0.181 2.212 2.235
C -0.344 0.789 2.373
O -1.031 0.371 1.194
H 0.608 2.552 3.181
H -0.597 2.904 1.910
H 0.957 2.241 1.468
H -1.006 0.682 3.235
H 0.499 0.107 2.469
H -1.928 0.726 1.170
C 1.435 4.043 -1.103
C 0.145 3.314 -1.439
O 0.407 1.945 -1.593
H 1.887 3.611 -0.204
H 1.219 5.092 -0.899
H 2.164 3.943 -1.907
H -0.281 3.723 -2.367
H -0.602 3.492 -0.653
H -0.461 1.449 -1.602
C -1.626 -2.844 2.861
C -0.671 -3.381 1.824
O 0.294 -2.402 1.428
H -1.133 -2.663 3.818
H -2.465 -3.532 2.977
H -2.059 -1.911 2.489
H -1.210 -3.665 0.920
H -0.161 -4.281 2.192
H 0.995 -2.360 2.086
C 2.240 -1.089 -2.757
C 2.510 -0.934 -1.273
O 1.354 -0.387 -0.612
H 3.063 -1.628 -3.240
H 2.195 -0.105 -3.227
H 1.298 -1.608 -2.928
H 3.350 -0.250 -1.115
H 2.708 -1.886 -0.785
H 1.273 0.566 -0.828
*
```

Frontier orbital gap (spin up / spin down) ... 5.1 / 6.9 eV
HOMO energy (spin up / spin down) ... -0.100 / -0.169 Eh
⟨S²⟩ ... 6.0091
Calculated total energy ... -2439.7319 Ha
Relative energy (zero: lowest compared OMol25 entry of this formula, charge and spin) ... 76.69 kJ/mol